Record 1
# C8H7BrN2O

A cluster of 2 separate species, C8H7BrN2O in total (ωB97M-V/def2-TZVPD, OMol25).

Geometry as XYZ:
```
19
Properties=species:S:1:pos:R:3:mulliken_charge:R:1
C -1.62008 0.56482 -1.30227 -0.55
C -1.65217 0.79826 0.09439 -0.43
C -0.57281 -0.10318 -1.86439 -0.42
C -0.64082 0.40401 0.90942 -0.17
C 0.48259 -0.58791 -1.00596 -0.49
C 0.45418 -0.34888 0.33486 0.83
C 2.53329 -0.04387 1.84018 -0.08
C 1.42530 -0.95666 1.26908 0.06
N 2.42052 -0.07718 3.12261 -0.18
N 1.51137 -0.82459 3.53717 -0.36
O 0.84250 -1.38607 2.40543 -0.19
Br -0.33020 1.04623 4.83499 -0.07
H -2.48283 0.76367 -1.78013 0.47
H -2.49139 1.14001 0.66283 0.36
H -0.71112 -0.51986 -2.89524 0.28
H -0.54777 0.39807 1.99117 0.05
H 1.16604 -1.33340 -1.52369 0.16
H 3.39797 0.28103 1.23884 0.40
H 1.94487 -1.62412 0.56079 0.35
```

- M: 227.061 g/mol
- HOMO (spin up / spin down): -9.6 / -9.0 eV
- E: -83474.357 eV
- Relative energy (zero: lowest compared OMol25 entry of this formula, charge and spin): 79.8 kcal/mol
- HOMO-LUMO gap (spin up / spin down): 0.2968 / 0.2232 Eh

***

Record 2
# C8H7ClNO4S

The ion C8H7ClNO4S with charge -1 (ωB97M-V/def2-TZVPD, OMol25).

Geometry as XYZ:
```
22
Properties=species:S:1:pos:R:3:mulliken_charge:R:1
C -1.46371 -2.15721 -0.46524 -1.24
C -0.99280 -1.17260 0.42021 0.88
C -1.24057 -1.43552 -1.62544 0.54
C -1.51418 0.68375 1.41487 0.26
C -0.92869 1.02370 0.07739 -0.01
C 0.44064 1.59083 0.45145 -0.31
C 1.45608 0.45056 0.30773 -0.14
C 1.84972 -0.09329 -1.12042 -1.33
N -0.87477 -0.23473 -0.61996 -0.22
O -1.66383 -0.62543 1.50635 -0.35
O -1.06803 -1.39604 -2.82346 -0.69
O -1.85521 1.51986 2.20437 -0.64
O 0.58304 -0.67145 2.55057 -0.59
S 0.98011 -1.14033 1.23798 0.22
Cl 1.04505 3.02431 -0.49028 -0.26
H -1.83509 -3.26749 -0.43081 0.20
H -1.38388 1.76156 -0.59869 0.66
H 0.34261 2.07257 1.53492 0.44
H 2.42410 0.79888 0.81696 0.53
H 1.04167 0.08825 -1.88406 0.28
H 1.89010 -1.13842 -0.98397 0.37
H 2.76763 0.31824 -1.48046 0.40
```

- M: 248.667 g/mol
- Total charge: -1
- HOMO: -3.9 eV
- E: -41444.999 eV
- Relative energy (zero: lowest compared OMol25 entry of this formula, charge and spin): 72.0 kcal/mol
- HOMO-LUMO gap: 0.2580 Eh

***

Record 3
# C8H7ClO2

An isolated molecule of C8H7ClO2 (ωB97M-V/def2-TZVPD, OMol25).

Geometry as XYZ:
```
18
Properties=species:S:1:pos:R:3:mulliken_charge:R:1
C 0.73236 2.82553 1.03254 -1.60
C -0.10199 1.73825 0.33824 0.87
C -1.38895 2.02502 -0.24404 -0.47
C -2.10822 1.10031 -0.89401 -0.43
C -1.74288 -0.20465 -0.94385 -1.37
C -0.45752 -0.59392 -0.36200 0.50
C -0.05778 -1.93336 -0.57555 0.10
C 0.28633 0.43594 0.27563 0.62
H 0.02692 3.71140 1.00050 0.31
H 1.08325 2.65858 2.01010 0.39
H 1.48690 2.89357 0.52478 0.54
H -1.82267 3.03977 -0.14952 0.26
H -3.07322 1.20833 -1.46151 0.26
H -2.24889 -0.71839 -1.44035 0.85
H 0.28570 -3.51909 0.50247 0.31
O 0.06179 -2.68233 0.60818 -0.42
O 0.15697 -2.45125 -1.62419 -0.49
Cl 1.85552 -0.03319 0.90469 -0.24
```

- M: 170.595 g/mol
- HOMO: -9.6 eV
- E: -25024.450 eV
- SMILES: Cc1cccc(C(=O)O)c1Cl
- Relative energy (zero: lowest compared OMol25 entry of this formula, charge and spin): 62.8 kcal/mol
- HOMO-LUMO gap: 0.3677 Eh

***

Record 4
# C8H7I2O3

The ion C8H7I2O3 with charge -1 (ωB97M-V/def2-TZVPD, OMol25).

Geometry as XYZ:
```
20
Properties=species:S:1:pos:R:3:mulliken_charge:R:1
C -0.94061 1.24699 -0.46572 -0.56
C -1.49538 -0.98464 0.50035 -0.20
C -1.88835 0.22365 0.00820 -0.23
C 0.23428 1.60591 0.09930 0.27
C 0.51437 1.29965 1.57797 0.48
C -0.07481 -1.16631 0.82092 -0.35
C 0.87535 -1.08478 -0.15834 0.35
C 0.68706 -1.19136 -1.59673 -1.29
O -0.40206 1.66176 2.27863 -0.63
O 1.63906 0.79805 1.84152 -0.74
O 2.19796 -1.06132 0.23832 -0.67
I -3.90147 0.59948 -0.57724 -0.03
I 1.46918 2.99101 -0.90172 0.03
H -1.29225 1.74346 -1.37221 0.32
H -2.15913 -1.77706 0.88530 0.38
H 0.33905 -1.09015 1.88397 0.37
H -0.13177 -0.62135 -1.97635 0.33
H 0.58228 -2.16218 -1.91446 0.40
H 1.68899 -0.77397 -2.11169 0.23
H 2.05825 -0.25682 0.93996 0.52
```

- M: 404.949 g/mol
- Total charge: -1
- HOMO: -4.3 eV
- E: -30752.908 eV
- SMILES: C\C(O)=C/C=C(I)\C=C(\I)C(=O)[O-]
- Relative energy (zero: lowest compared OMol25 entry of this formula, charge and spin): 0.0 kcal/mol
- HOMO-LUMO gap: 0.2498 Eh

***

Record 5
# C8H7MgN3

A structure of composition C8H7MgN3 (ωB97M-V/def2-TZVPD, OMol25).

Geometry as XYZ:
```
19
Properties=species:S:1:pos:R:3:mulliken_charge:R:1
N -3.20355 0.57768 0.69387 -0.56
C -1.88513 0.24485 0.37291 0.58
C -1.58612 -1.11847 -0.02569 -0.01
N -0.38051 -1.57726 -0.35554 -0.56
C 0.56042 -0.64599 -0.24685 0.57
C 1.91809 -1.01941 -0.53762 -0.62
C 2.90274 -0.11366 -0.45951 -0.49
C 2.61892 1.25562 -0.06380 -0.45
C 1.34405 1.63986 0.21023 -0.42
C 0.27262 0.72645 0.13964 0.51
N -0.96758 1.18290 0.43976 -0.45
H -3.63632 -0.25402 1.09775 0.29
H -3.13513 1.24363 1.46914 0.33
H -2.40887 -1.84182 -0.07174 0.30
H 2.18736 -2.03915 -0.81286 0.41
H 3.92585 -0.40863 -0.69219 0.42
H 3.40083 2.01089 0.01277 0.42
H 1.13413 2.67592 0.47636 0.46
Mg -3.06178 -2.53938 -1.64663 1.25
```

- M: 169.470 g/mol
- Total charge: +2
- HOMO: -15.8 eV
- E: -18304.357 eV
- HOMO-LUMO gap: 0.1417 Eh

***

Record 6
# C8H7N2O3PSr

A structure of composition C8H7N2O3PSr (ωB97M-V/def2-TZVPD, OMol25).

Geometry as XYZ:
```
22
Properties=species:S:1:pos:R:3:mulliken_charge:R:1
O -3.33022 -2.19388 -0.73270 -1.05
P -1.89913 -2.00185 -1.43487 0.96
O -2.18180 -1.87631 -3.14896 -0.42
O -0.94647 -3.46411 -1.10502 -0.52
C -0.93522 -0.54415 -0.66322 0.21
C -1.61208 0.94787 -0.32608 -0.43
C -0.74306 2.15677 0.38256 -0.47
C 0.86188 1.97251 0.80003 0.42
N 1.51429 3.14721 1.47230 -0.44
C 2.93069 2.77273 1.80936 -0.05
C 3.67606 1.36630 1.47076 -0.10
N 2.97915 0.22335 0.78948 -0.44
C 1.54278 0.53206 0.47453 0.25
C 0.66118 -0.69094 -0.23885 -0.30
H -2.72895 -2.71000 -3.37147 0.34
H -0.90044 -3.46650 -0.08607 0.36
H -2.73448 1.15016 -0.59279 0.28
H -1.26773 3.19774 0.63971 0.32
H 3.57579 3.59578 2.38529 0.33
H 4.81193 1.23745 1.79455 0.34
H 1.20608 -1.73650 -0.42308 0.32
Sr -4.48027 -3.61567 0.10455 2.06
```

- M: 297.749 g/mol
- Total charge: +2
- HOMO: -14.0 eV
- E: -27631.724 eV
- HOMO-LUMO gap: 0.1955 Eh

***

For the records above, the corresponding max |F| values read 3.56 5.99 15.17 4.39 1.96 7.48 eV/Å.